{"formula": "C38H31I2MgN6O4S", "method": "wB97M-V/def2-TZVPD", "e_above_lowest_kj_mol": 117.60, "molar_mass_g_mol": 945.9, "e_tot_ha": -3290.1246, "orbital_gap_ha": 0.243, "charge": -1, "symbols": ["C", "N", "C", "C", "I", "C", "H", "C", "C", "N", "C", "C", "I", "C", "H", "C", "C", "O", "H", "C", "C", "H", "H", "C", "C", "H", "N", "C", "C", "H", "H", "C", "O", "H", "C", "H", "N", "C", "H", "H", "H", "H", "H", "H", "C", "H", "C", "C", "C", "H", "O", "H", "S", "H", "H", "C", "H", "C", "C", "H", "C", "H", "C", "C", "C", "H", "N", "H", "C", "Mg", "C", "C", "C", "N", "H", "H", "O", "C", "H", "H", "H", "C", "C"], "positions_angstrom": [[-2.1993, 4.6394, 0.2239], [2.8482, 0.3465, 1.4027], [2.2200, -0.6444, 2.0856], [-2.9693, -1.5567, 2.8777], [-5.3180, 1.0102, 1.1139], [-4.1094, 1.2848, -0.5801], [4.5009, 4.9679, -2.3305], [-2.0849, 4.0669, 2.8648], [3.1108, 2.2003, -0.0921], [0.9329, -0.9842, 1.8677], [4.9094, 3.1253, -1.3213], [-1.9499, 1.3294, -1.6195], [-4.9174, 2.2586, -4.7324], [2.5421, -2.5524, 3.5250], [-3.0263, -3.2616, -1.2898], [1.8264, -5.2481, -1.3866], [4.0947, 4.1904, -1.6949], [5.0493, -6.5164, -2.5761], [0.8257, -3.8651, 3.6068], [-2.5352, 1.6805, -2.8622], [3.0322, -1.4063, 2.9545], [-2.1978, 4.8310, -0.8409], [5.3056, -5.6001, -2.7202], [-2.6529, -2.4372, -0.6815], [4.4253, 2.1122, -0.5016], [0.0932, -4.0541, -1.0157], [0.0520, 3.8928, 0.0363], [-3.2209, 4.6900, 2.3785], [-4.7099, 1.5991, -1.7983], [-0.5210, -2.4052, 2.1287], [5.0398, 1.2803, -0.1834], [-2.7273, 1.1443, -0.4154], [-2.1417, 0.8724, 0.6897], [-2.3869, 0.4912, 2.9757], [-3.1491, -2.5605, 0.7450], [-2.9899, -1.5000, -1.1260], [1.0190, 1.8147, 0.8641], [-3.2763, 4.9678, 1.0178], [5.9347, 3.0908, -1.6684], [0.3957, 1.8240, -4.5693], [-4.0526, -1.4004, 2.8158], [-4.0385, 4.9347, 3.0422], [-2.8790, -0.2016, 4.5389], [-3.0054, -3.5925, 1.1036], [2.7725, 4.2713, -1.2713], [1.2377, 1.2015, -2.3111], [-1.0784, 4.0297, 0.8135], [1.1643, -4.0605, -1.1699], [-3.9402, 1.8044, -2.9129], [-4.2233, -2.3382, 0.8009], [3.3035, -7.6436, -1.8365], [-1.2864, -0.5809, 3.8428], [1.0371, -1.3125, -1.2623], [-1.5633, -2.4406, -0.6956], [2.1387, 5.1054, -1.5435], [3.2515, -2.8789, -1.3405], [-4.1545, 5.4341, 0.5874], [3.8175, -6.5662, -1.9951], [3.9078, -4.0685, -1.5637], [-5.7873, 1.6718, -1.8518], [1.8499, -2.8319, -1.2057], [4.9899, -4.0477, -1.6611], [0.4913, -2.1360, 2.3965], [2.2908, 3.2510, -0.4748], [2.2895, 1.3273, 0.7733], [-2.0331, 2.1381, -4.9131], [-0.6212, 1.1547, -1.4611], [-2.7990, -2.5012, 3.4192], [-2.3356, -0.3889, 3.6126], [-0.2937, 0.2983, 0.5849], [1.2405, -2.9466, 3.2167], [-0.3008, 1.7006, -3.7517], [0.1800, 1.3457, -2.4828], [-1.0343, 3.7477, 2.1202], [3.1618, -3.1517, 4.1802], [1.2896, -6.1878, -1.4121], [-2.4323, -1.6642, 1.5709], [-1.6442, 1.8673, -3.9403], [-2.0058, 3.8075, 3.9170], [3.7974, -1.9454, -1.2955], [4.0432, -1.0649, 3.1217], [0.9773, 3.0179, 0.1760], [3.2027, -5.2774, -1.6343]], "forces_ev_per_a": [[-0.057, -0.186, 0.011], [0.298, 0.180, -0.390], [-0.094, -0.247, 0.127], [-0.005, -0.053, 0.144], [0.130, 0.069, -0.183], [0.194, -0.147, 0.655], [-0.006, 0.008, 0.007], [-0.085, 0.014, 0.036], [-0.113, 0.316, -0.158], [0.033, 0.176, 0.208], [0.043, -0.083, 0.040], [-0.195, 0.141, -0.306], [0.122, -0.043, 0.271], [-0.024, 0.115, -0.039], [0.008, -0.015, -0.002], [0.144, -0.153, -0.059], [-0.032, 0.065, -0.073], [0.068, -0.102, 0.029], [-0.053, 0.004, -0.043], [0.241, -0.071, 0.303], [-0.120, -0.014, 0.015], [0.060, 0.036, 0.011], [-0.049, 0.086, -0.005], [-0.040, 0.147, 0.214], [0.006, -0.048, 0.056], [-0.016, -0.003, -0.047], [0.463, -0.056, -0.070], [-0.048, -0.070, 0.065], [0.106, 0.059, -0.296], [0.003, 0.022, 0.036], [0.021, 0.005, -0.012], [-0.501, 0.149, -0.078], [-0.220, 0.175, -0.070], [-0.099, 0.133, 0.049], [-0.067, -0.251, -0.105], [0.010, 0.017, -0.024], [0.235, 0.295, 0.039], [-0.016, -0.082, -0.013], [-0.002, 0.008, -0.012], [0.011, 0.042, 0.011], [0.005, -0.038, -0.071], [-0.022, -0.010, -0.002], [0.050, 0.011, 0.042], [-0.016, 0.043, 0.060], [-0.106, 0.083, 0.005], [0.027, -0.045, 0.014], [-0.308, 0.065, 0.249], [0.091, 0.099, 0.059], [-0.460, 0.078, -0.348], [0.034, 0.019, 0.060], [0.010, 0.017, 0.003], [-0.023, -0.024, 0.069], [-0.383, 0.287, -0.150], [0.043, -0.046, -0.116], [-0.026, -0.025, -0.022], [-0.078, -0.014, 0.064], [0.018, 0.000, -0.017], [0.054, -0.202, 0.018], [-0.019, -0.193, -0.019], [0.006, 0.037, -0.024], [0.152, -0.110, 0.042], [0.002, 0.028, -0.012], [-0.095, -0.161, 0.104], [0.408, -0.315, -0.017], [0.191, 0.118, 0.577], [-0.018, -0.016, 0.000], [0.005, -0.022, -0.216], [-0.043, 0.009, -0.003], [0.087, -0.166, -0.284], [0.340, -0.638, -0.298], [0.017, -0.041, 0.023], [-0.082, 0.082, -0.057], [-0.086, 0.005, 0.054], [0.192, -0.093, -0.210], [0.010, 0.005, 0.002], [-0.024, 0.005, 0.017], [-0.082, 0.004, 0.055], [0.085, -0.050, -0.038], [-0.030, 0.041, -0.005], [0.014, -0.001, -0.019], [0.023, -0.006, -0.055], [-0.181, 0.238, 0.047], [-0.138, 0.300, 0.081]]}


{"formula": "C38H32BrCaF16N9O6PS3", "method": "wB97M-V/def2-TZVPD", "e_above_lowest_kj_mol": 0.00, "spin_multiplicity": 2, "s_squared": 0.76, "molar_mass_g_mol": 1261.9, "e_tot_ha": -8797.0479, "orbital_gap_ha": [0.186, 0.182], "charge": 0, "symbols": ["N", "C", "Br", "H", "H", "H", "H", "C", "O", "O", "F", "C", "C", "C", "O", "H", "C", "C", "H", "C", "H", "C", "C", "C", "N", "H", "C", "F", "F", "H", "F", "F", "H", "H", "F", "N", "P", "F", "F", "H", "H", "N", "C", "N", "H", "H", "C", "F", "C", "C", "S", "C", "N", "H", "N", "F", "C", "H", "F", "H", "C", "F", "O", "H", "O", "C", "H", "C", "Ca", "O", "H", "H", "F", "C", "H", "S", "C", "H", "C", "H", "C", "F", "C", "F", "C", "C", "H", "H", "H", "C", "C", "N", "C", "C", "H", "H", "H", "C", "S", "H", "C", "C", "C", "F", "N", "C", "C"], "positions_angstrom": [[-2.5352, 0.2291, -2.7963], [6.7726, -0.9388, -2.3039], [-0.2558, 1.5167, 3.2741], [3.5447, -0.9016, 5.3759], [-2.2368, -5.2499, 4.0341], [-4.7950, -2.7936, 4.6552], [-3.5623, -2.7445, 2.0114], [-1.8581, -4.3084, 4.4258], [4.1733, 2.1081, -1.4941], [0.5398, -0.0931, -1.4676], [-2.7964, 0.1475, 1.4115], [-1.3396, 3.9729, 2.4730], [-1.3249, 2.2193, -4.0627], [3.3610, -1.8371, 4.8496], [-1.8403, 2.1247, -1.4753], [-2.3728, 8.3324, -0.4437], [2.5280, 0.6983, -2.5543], [-3.9766, -3.3003, 4.1494], [0.9163, 2.4825, -1.4483], [4.4558, 1.5281, -3.7615], [-2.2615, -0.4920, 4.4453], [0.1020, 2.8803, 0.7863], [-3.1975, 6.6672, 0.6297], [1.6946, 0.5764, -1.2813], [-0.3238, -2.3312, 0.4610], [0.4518, 5.7251, 1.4379], [-0.5721, 5.9829, 1.1951], [-3.1218, -1.6000, -5.0847], [-5.7314, 1.6299, 1.3396], [-4.2233, 6.9272, 0.4040], [4.9534, -1.4259, -0.5168], [1.8478, -4.0143, -4.1485], [-0.2325, -3.2469, 3.3125], [-1.0504, -4.4985, 5.1293], [-4.9898, -0.5418, 1.2834], [-2.0092, -2.1754, 3.2733], [-4.3201, 0.9200, 1.3766], [-4.3267, 0.8033, 2.9933], [-1.9703, 2.7960, -5.0676], [5.3580, 2.1255, -3.7593], [3.0868, -2.6035, 5.5721], [1.4667, 1.9538, -0.7677], [-1.3022, -3.4090, 3.1981], [7.5696, -0.4027, -1.6752], [-4.3330, -4.2228, 3.6970], [2.5134, -0.3845, -5.7769], [-0.8452, 7.1127, 0.4385], [-1.5543, -2.2612, -3.7429], [2.6856, -0.3492, 2.6421], [-2.4091, -2.3715, 5.6605], [-3.5178, -0.9659, -2.5793], [3.7103, 1.4501, -2.5899], [6.8733, -1.8293, -5.5449], [-3.2169, -1.8218, 6.1380], [-2.9086, -3.5737, 5.0635], [-3.4653, -3.2831, -3.7631], [2.0543, -3.0914, -1.9629], [3.5980, -0.6998, 2.1613], [-0.4257, 3.0784, -3.5804], [-1.6342, -2.6034, 6.3878], [-2.9280, 5.5421, 1.3916], [-4.1641, 0.9407, -0.2336], [-4.9014, -0.7831, -2.8365], [4.6106, 0.9401, -5.8124], [-3.0982, -1.6033, -1.3324], [5.8683, -1.6385, -3.1737], [3.4022, 2.2643, -0.9146], [-0.5360, 2.9819, 2.0940], [-1.4246, -0.0603, -0.5038], [-3.7466, 2.4828, -3.0231], [-0.6957, -1.3435, 4.6402], [-0.0313, 7.7282, 0.0777], [4.1929, -3.0993, -4.9058], [6.3914, -1.7765, -4.5042], [1.1890, -0.5082, -3.6614], [-2.5453, 1.7953, -2.7075], [2.1182, 0.0463, -3.7096], [-1.5091, -3.8995, 2.2514], [-0.1062, -4.2487, -2.3447], [2.3268, 0.1259, -0.4910], [2.8561, 0.1213, -4.8832], [-0.6954, 1.1461, -4.5153], [4.0278, 0.8664, -4.9026], [-3.5478, 2.3165, 1.4721], [4.6714, -2.1385, -2.7771], [2.5990, -3.3594, -3.2776], [2.8884, 0.5404, 3.2359], [-1.8678, 3.8768, 3.4141], [-3.7366, 4.9173, 1.7490], [-1.7662, -1.4602, 4.4789], [-2.8735, -2.0999, -3.8804], [-0.8107, -4.9860, -2.8732], [-2.1584, 7.4536, 0.1503], [2.9687, -2.4402, -1.0485], [4.2652, -2.1490, 4.3288], [1.9464, -0.0928, 1.8854], [-3.8946, -1.3533, 3.0689], [0.2044, -2.8545, -0.4128], [1.9970, -1.6473, 3.6863], [-0.1183, 3.6848, 0.0845], [-3.3977, -2.3125, 2.9960], [4.1724, -1.9915, -1.4201], [0.7802, -3.4059, -1.5976], [2.6112, -2.3465, 0.2251], [0.8636, 1.9090, 0.4727], [-1.6100, 5.1817, 1.6678], [3.7920, -2.8853, -3.6650]], "forces_ev_per_a": [[0.089, 0.039, -0.154], [-0.036, 0.008, -0.017], [-0.017, 0.013, 0.006], [0.009, -0.006, 0.010], [0.003, 0.003, -0.004], [-0.001, 0.004, -0.005], [-0.005, -0.021, 0.013], [-0.015, -0.012, 0.018], [-0.117, 0.013, 0.007], [-0.262, -0.364, 0.235], [0.179, -0.063, -0.046], [-0.006, -0.001, -0.019], [-0.047, -0.001, -0.006], [-0.021, 0.021, -0.022], [0.031, 0.189, -0.066], [0.000, -0.001, 0.000], [0.000, 0.080, 0.007], [-0.005, -0.014, 0.030], [-0.003, -0.003, 0.016], [0.053, -0.040, 0.017], [-0.019, -0.009, 0.004], [0.062, -0.005, -0.033], [-0.006, 0.000, 0.003], [-0.064, 0.169, -0.082], [-0.308, 0.020, 0.242], [0.001, 0.002, -0.002], [-0.009, 0.004, 0.000], [0.015, 0.005, 0.012], [0.016, -0.007, -0.003], [0.000, 0.000, -0.002], [0.024, 0.049, 0.036], [-0.081, -0.009, -0.041], [-0.006, 0.000, -0.010], [0.000, 0.007, 0.000], [0.010, 0.018, -0.020], [-0.066, -0.071, 0.004], [-0.063, -0.027, -0.029], [0.009, 0.010, 0.005], [0.004, -0.008, -0.001], [0.018, 0.012, -0.005], [-0.001, -0.003, -0.001], [0.094, 0.009, -0.045], [0.060, 0.039, -0.001], [-0.008, 0.022, 0.002], [0.012, 0.000, -0.006], [-0.003, 0.002, -0.009], [-0.007, 0.000, 0.000], [-0.060, 0.139, -0.049], [0.003, -0.043, 0.002], [-0.014, -0.023, 0.025], [0.045, -0.050, 0.087], [0.008, -0.075, 0.012], [0.026, -0.026, 0.007], [-0.004, 0.003, -0.012], [0.007, 0.014, -0.003], [-0.007, 0.058, 0.000], [-0.005, -0.009, -0.067], [0.002, 0.000, -0.007], [0.024, 0.019, -0.004], [-0.001, 0.006, 0.001], [0.001, -0.011, -0.009], [0.003, 0.014, -0.016], [0.007, 0.047, 0.004], [0.006, -0.001, -0.001], [-0.048, -0.153, -0.087], [0.000, -0.041, 0.004], [0.017, -0.005, 0.034], [-0.004, -0.046, -0.013], [0.235, 0.183, 0.140], [-0.044, -0.059, 0.021], [-0.001, -0.002, 0.004], [0.000, 0.000, 0.001], [-0.014, 0.013, 0.017], [-0.080, 0.086, -0.024], [-0.015, -0.006, 0.005], [-0.030, -0.007, 0.096], [0.002, 0.043, 0.013], [-0.017, -0.009, 0.005], [0.179, -0.105, -0.029], [0.043, -0.004, 0.010], [0.033, -0.034, -0.019], [0.028, -0.006, -0.005], [0.055, -0.045, -0.003], [0.020, 0.006, 0.023], [-0.039, 0.049, -0.035], [0.085, 0.040, 0.092], [0.000, 0.011, -0.008], [0.006, 0.009, 0.005], [-0.004, -0.006, 0.003], [0.032, 0.050, -0.055], [-0.025, -0.059, -0.017], [-0.013, 0.003, 0.070], [0.003, 0.000, -0.005], [0.042, 0.013, -0.104], [0.004, -0.001, 0.006], [0.004, -0.001, 0.017], [0.001, -0.028, -0.005], [-0.022, 0.059, -0.206], [0.014, 0.010, -0.016], [-0.006, 0.000, 0.004], [0.012, 0.030, -0.009], [-0.045, -0.043, -0.061], [0.071, -0.131, -0.016], [-0.008, 0.073, 0.105], [-0.021, -0.014, -0.004], [0.014, 0.011, 0.016], [-0.017, -0.017, 0.020]]}